DFT (ωB97M-V/def2-TZVPD) results for 2 unconnected molecules or ions with the total composition C2H2F2P at a distorted geometry.

Computed properties:
Energy relative to the best compared isomer or geometry (same formula, charge and spin): 89.0 kcal per mole
Lowest unoccupied orbital energy (spin up / spin down): -8.456 / -8.456 eV
Highest occupied orbital energy (spin up / spin down): -16.71 / -16.71 eV
Orbital gap (spin up / spin down): 8.3 / 8.3 eV
Total charge: +1

Geometry as XYZ:
```
7
C2H2F2P (ωB97M-V/def2-TZVPD)
F 1.890 1.043 0.621
P 1.273 0.372 -0.624
H -2.039 -1.165 -0.638
F 1.448 -1.753 0.314
C -0.578 0.488 0.010
C -1.410 -0.366 -0.311
H -0.585 1.381 0.627
```

DFT (ωB97M-V/def2-TZVPD) results for C2H3Cl3 in the gas phase at a distorted geometry.

Computed properties:
Energy relative to the best compared isomer or geometry (same formula, charge and spin): 11.9 kcal per mole
SMILES: ClCC(Cl)Cl
Lowest unoccupied orbital energy: 0.827 eV
Highest occupied orbital energy: -10.96 eV
Orbital gap: 11.8 eV

Geometry as XYZ:
```
8
C2H3Cl3 (ωB97M-V/def2-TZVPD)
H -0.674 -1.312 -0.564
Cl 1.170 -0.997 1.303
Cl -0.880 0.794 1.836
H 0.819 1.133 0.559
H -1.223 0.340 -0.998
Cl 0.940 0.085 -1.976
C 0.213 0.224 0.612
C -0.363 -0.267 -0.772
```

DFT (ωB97M-V/def2-TZVPD) results for a molecular structure, C3O2Tm at a distorted geometry.

Computed properties:
Energy relative to the best compared isomer or geometry (same formula, charge and spin): 21.9 kcal per mole
Lowest unoccupied orbital energy (spin up / spin down): -0.432 / -1.756 eV
Highest occupied orbital energy (spin up / spin down): -6.60 / -8.44 eV
2S+1: 4
Orbital gap (spin up / spin down): 6.2 / 6.7 eV

Geometry as XYZ:
```
6
C3O2Tm (ωB97M-V/def2-TZVPD)
O -0.179 0.960 -0.046
C -1.549 0.688 -0.002
C -2.110 -0.472 0.013
Tm 3.193 0.170 0.170
O 0.006 -1.208 -0.040
C 0.639 -0.139 -0.095
```

DFT (ωB97M-V/def2-TZVPD) results for 7 unconnected molecules or ions with the total composition C40H90F2N7O7S2 at a distorted geometry.

Computed properties:
Energy relative to the best compared isomer or geometry (same formula, charge and spin): 0.0 kcal per mole
Lowest unoccupied orbital energy: -5.859 eV
Highest occupied orbital energy: -14.58 eV
Orbital gap: 8.7 eV
Total charge: +3

Geometry as XYZ:
```
148
C40H90F2N7O7S2 (ωB97M-V/def2-TZVPD)
C 5.391 -0.952 0.189
H -4.590 0.692 0.577
H -3.809 1.054 2.751
N -1.990 0.814 -4.263
N 1.339 3.669 4.427
H -1.523 -1.860 2.120
H 3.086 -0.999 1.281
H -0.864 -7.172 -2.602
F -0.687 -3.756 -3.339
H -5.794 3.996 1.351
H -3.742 -5.181 0.945
H 4.221 4.682 6.181
H -0.210 -5.432 -0.501
H -0.777 -0.768 -5.080
H -2.526 3.592 2.148
C -3.186 -4.296 0.648
H 3.165 5.507 7.225
H -0.688 4.239 3.902
H 3.099 4.830 4.186
H -2.947 0.264 0.148
N -1.727 -4.658 0.634
O 1.095 0.887 0.971
H 3.317 3.169 3.906
C 3.859 -2.064 -1.222
H -0.363 -5.713 1.836
H -2.684 -7.064 -2.668
C -3.189 4.697 0.120
H -3.597 -1.790 -1.217
H 2.691 5.199 1.956
C -0.895 1.812 -3.961
C -3.193 1.493 1.978
H 0.397 1.992 3.505
H 6.212 -1.281 0.820
H -3.640 4.977 -0.831
C -3.350 -2.153 -2.217
H -4.174 3.290 2.688
H 7.836 -4.296 2.303
H 0.411 5.108 1.595
H 5.641 -2.581 -2.489
H 4.587 -1.361 -3.027
C 5.146 -3.479 0.242
H 3.323 -2.930 -1.607
H 0.341 3.979 6.223
C 0.340 4.504 3.672
H -2.289 -0.405 -5.975
H 0.300 3.297 1.874
H -2.120 1.318 2.057
N 0.775 -2.922 -5.158
N 0.393 0.463 0.023
S 0.813 -3.251 -3.606
H -3.486 -4.103 -0.383
H -2.391 2.446 -0.621
H -4.020 -2.972 -2.487
H -5.618 4.238 -0.397
C -3.368 -1.071 -3.278
O -0.244 1.267 -0.697
C -3.282 -3.045 1.502
H -4.088 2.272 -1.179
H 6.857 -0.490 -1.457
H -1.693 -4.834 2.752
O 1.583 -4.412 -3.323
C -2.268 -0.033 -3.068
H -2.818 -6.970 -0.227
C -3.425 2.298 -0.314
C -3.281 5.856 1.095
H -4.329 -0.551 -3.233
C 1.340 4.193 5.855
H 1.825 1.621 4.435
C -1.820 -6.848 -0.661
C -1.404 -5.416 1.883
H -0.200 1.336 -3.271
C -0.686 1.012 -6.261
N 4.453 -2.138 0.160
H 7.881 -3.081 0.949
H 0.360 2.024 5.314
H 1.508 5.265 5.785
C -1.456 0.013 -5.415
H 3.671 -2.391 2.095
C -3.562 1.071 0.541
H -4.338 5.999 1.359
C -3.216 1.520 -4.720
O 0.987 -2.144 -2.713
H 3.185 -1.205 -1.219
H -3.283 -1.503 -4.276
C -0.978 -3.321 0.695
H 4.312 -4.175 0.202
C -1.300 -5.423 -0.575
H -1.583 -4.839 -1.450
C -1.977 -2.282 1.229
H 5.412 -4.472 2.120
H -1.323 -0.445 -2.701
H -4.121 -2.387 1.277
H -2.061 -6.286 1.889
H -0.472 3.122 -5.648
H -2.649 7.922 1.227
C 2.236 4.255 2.250
H 0.197 0.552 -6.699
C 3.575 4.510 7.050
H -1.663 6.960 0.219
O 3.263 -2.342 -4.870
H -3.643 2.055 -3.876
C 5.909 -3.681 1.558
H 1.978 3.248 7.665
H -2.818 5.625 2.055
H 7.577 -4.763 0.632
H -2.561 0.662 -2.274
F 2.039 -1.892 -6.855
C 2.429 3.551 6.720
C 7.402 -3.971 1.362
H -3.228 7.464 -0.407
H 0.860 2.060 -5.118
H 4.875 -0.079 0.569
H -1.171 -7.481 -0.049
H -0.096 -3.491 1.310
H -1.382 2.632 -3.432
H -1.226 1.443 -7.104
H 5.328 0.220 -1.583
H 2.839 2.667 6.232
C -2.715 7.125 0.488
H -0.563 -3.150 -0.298
H 4.217 4.159 7.849
H -2.050 -1.589 0.396
C -3.426 3.025 1.942
N -3.922 3.446 0.565
H 0.568 5.547 3.878
C -0.208 2.129 -5.295
H -2.371 -2.646 -2.186
H -1.950 -8.452 -2.093
H -5.793 2.572 0.245
O 1.724 -0.460 -5.044
C 0.932 2.241 4.418
C 5.057 -1.741 -2.115
H -3.915 0.772 -5.080
S 2.006 -1.840 -5.291
C -5.409 3.568 0.432
C 0.705 4.253 2.200
C 3.313 -2.051 1.122
C -1.806 -7.367 -2.094
H -3.401 -3.281 2.561
H 5.837 -2.783 2.178
H 5.784 -3.533 -0.630
C 2.612 3.978 3.711
H -2.956 2.190 -5.534
H 2.698 3.523 1.588
H -2.146 4.420 -0.029
H 2.459 -2.588 0.733
C 5.812 -0.718 -1.275
O 0.330 -0.756 -0.211
```

DFT (ωB97M-V/def2-TZVPD) results for a molecular structure, C21H20ClIO4PRuS2.

Computed properties:
Energy relative to the best compared isomer or geometry (same formula, charge and spin): 0.0 kcal per mole
Lowest unoccupied orbital energy (spin up / spin down): -0.122 / -0.573 eV
Highest occupied orbital energy (spin up / spin down): -7.79 / -7.80 eV
2S+1: 2
Orbital gap (spin up / spin down): 7.7 / 7.2 eV

Geometry as XYZ:
```
51
C21H20ClIO4PRuS2 (ωB97M-V/def2-TZVPD)
H -3.830 -2.023 -4.150
P -1.689 -1.021 -0.384
C 1.247 3.807 -3.162
C 3.405 2.956 -3.987
H 1.596 2.577 3.162
C 0.644 -1.589 5.232
H -0.741 2.592 -0.730
C -2.405 -2.576 1.632
C 2.225 1.798 -2.165
C 0.998 -0.806 2.953
S -0.148 -1.099 -1.668
C 4.412 1.023 -2.981
C 0.735 -0.269 5.720
C 2.293 2.856 -3.114
C -3.524 -1.935 -2.036
H -4.174 -3.314 0.651
H 0.730 -2.863 3.521
C 4.435 2.065 -3.934
C 1.094 1.675 -1.293
H 3.422 3.768 -4.704
C 3.340 0.926 -2.146
H -2.997 -4.568 1.076
H -3.997 -3.825 2.334
H -1.687 -2.870 2.396
O 1.134 -1.101 1.712
H 1.060 1.770 5.230
O -1.636 -2.390 0.421
H 1.306 4.613 -3.884
H 5.277 2.153 -4.607
H -0.599 4.443 -2.333
Cl 0.559 0.022 7.428
H -2.848 -1.626 1.936
H -2.471 -0.998 -3.665
C 0.781 -1.850 3.900
C 1.389 1.633 2.638
H -2.871 -2.808 -1.973
C -3.457 -3.637 1.405
O 1.453 1.678 1.402
S -1.432 0.581 0.762
Ru 0.852 0.162 0.067
H -4.131 -0.427 -3.442
C 0.124 2.644 -1.374
C 0.197 3.709 -2.303
C -3.484 -1.303 -3.407
H 5.236 0.326 -2.916
H 0.471 -2.397 5.931
H -4.534 -2.243 -1.768
O -3.137 -0.965 -1.029
C 1.094 0.514 3.469
I 3.310 -0.546 -0.683
C 0.970 0.756 4.859
```

DFT (ωB97M-V/def2-TZVPD) results for a molecular structure, C4H25BBr2O9Zr at a distorted geometry.

Computed properties:
Lowest unoccupied orbital energy: -8.699 eV
Highest occupied orbital energy: -14.85 eV
Orbital gap: 6.1 eV
Total charge: +2

Geometry as XYZ:
```
42
C4H25BBr2O9Zr (ωB97M-V/def2-TZVPD)
C -20.630 47.087 3.771
H -16.893 42.674 0.836
O -20.173 41.892 3.695
H -19.148 41.131 7.082
O -17.731 44.503 0.432
B -17.603 43.252 4.295
H -14.901 41.425 5.411
H -21.479 47.382 4.387
O -16.421 42.247 1.567
H -20.848 41.650 3.038
H -17.946 42.324 4.838
H -17.689 44.110 5.011
H -19.874 47.860 3.658
H -18.284 43.375 3.405
O -18.555 43.570 7.167
H -15.740 46.160 5.607
H -15.631 43.908 6.777
H -18.481 44.360 7.747
Br -15.240 47.085 7.864
H -17.594 39.766 4.051
O -19.532 41.162 6.192
H -17.668 45.260 -0.165
C -20.106 45.808 4.357
H -16.483 43.160 4.068
H -19.459 41.167 3.629
H -18.524 42.819 7.781
Br -13.577 43.681 5.294
O -20.238 44.723 3.714
O -15.262 40.774 4.787
H -18.318 39.499 2.720
O -19.613 45.560 5.512
H -14.035 46.349 5.873
Zr -19.636 43.272 5.294
H -16.564 42.828 2.321
O -18.264 40.135 3.451
C -14.715 44.491 6.675
H -14.244 44.452 7.655
H -19.731 40.229 5.983
H -15.780 41.296 4.164
H -18.675 44.407 0.603
H -20.987 46.879 2.764
C -14.943 45.947 6.315
```

DFT (ωB97M-V/def2-TZVPD) results for 5 unconnected molecules or ions with the total composition C18H33N4O6PS2 at a distorted geometry.

Computed properties:
SMILES: O=C1C=C([PH2]=S)C(=O)C=C1S.CNC(C)=O.CNC(C)=O.CNC(C)=O.CNC(C)=O
Lowest unoccupied orbital energy: -1.320 eV
Highest occupied orbital energy: -8.54 eV
Orbital gap: 7.2 eV

Geometry as XYZ:
```
64
C18H33N4O6PS2 (ωB97M-V/def2-TZVPD)
H 3.582 5.753 -2.936
H 3.920 2.761 -4.886
O 3.558 1.878 -2.574
H 9.726 -0.097 4.296
H 2.952 4.200 -4.537
H -6.152 -5.265 0.793
H -9.641 -3.677 -1.828
C -3.353 -2.328 -1.517
H -2.847 -0.295 -3.102
C 3.587 3.074 -2.816
S -1.801 0.234 -0.515
H -10.432 -2.632 -0.625
N 3.422 3.983 -1.819
C -4.903 -4.212 -2.018
H 8.747 0.945 5.337
C -2.984 -2.888 -0.378
H 3.631 -0.119 2.930
H 2.764 1.065 -0.620
H -9.102 0.126 -2.149
C -4.541 -4.783 -0.883
H 8.374 -0.779 5.214
N 1.725 0.815 1.180
H -9.768 -1.469 -2.523
H 7.716 -0.361 2.847
H 4.709 4.213 -4.257
O 0.988 1.487 3.191
H 2.469 5.828 -1.563
H 0.776 0.950 0.870
C 2.705 0.355 0.202
H 3.283 3.567 -0.912
C 3.806 3.604 -4.213
C -8.282 -2.570 -0.580
H 8.216 2.976 4.349
H -8.308 -0.909 -3.348
N 7.828 0.357 3.545
C -3.985 -3.178 -2.566
H -5.816 -4.466 -2.520
N -8.024 -1.483 -1.355
H 6.859 2.287 5.271
H -2.506 -2.334 0.411
C 3.424 5.431 -1.913
C -9.586 -3.295 -0.808
H 3.311 1.181 4.088
O -3.738 -3.047 -3.744
H -9.641 -4.131 -0.119
C 8.717 0.097 4.662
C 7.094 1.473 3.293
H 2.388 -0.611 -0.196
P -3.093 -0.543 -1.744
O 6.384 1.537 2.302
O -2.469 -5.123 0.258
C -8.850 -0.906 -2.401
H -7.143 -1.043 -1.146
H 4.219 5.843 -1.288
H 6.550 3.416 3.945
S -5.487 -6.044 -0.077
H 3.687 0.251 0.653
H -4.369 0.000 -1.504
C 7.191 2.608 4.283
C -3.253 -4.352 -0.243
H 4.016 1.562 2.512
C 1.915 1.098 2.492
O -7.478 -2.933 0.263
C 3.311 0.918 3.034
```

DFT (ωB97M-V/def2-TZVPD) results for a molecular structure, C27H36Br3CaCl3F15N3NaO4P2S at a distorted geometry.

Computed properties:
Energy relative to the best compared isomer or geometry (same formula, charge and spin): 382.3 kcal per mole
Lowest unoccupied orbital energy: -6.218 eV
Highest occupied orbital energy: -9.76 eV
Orbital gap: 3.5 eV
Total charge: +1

Geometry as XYZ:
```
96
C27H36Br3CaCl3F15N3NaO4P2S (ωB97M-V/def2-TZVPD)
C -2.164 -1.025 -0.552
H 0.242 -7.575 1.273
H -2.358 -9.382 -1.952
C -0.819 -2.941 2.416
C 4.067 1.288 2.453
H -1.456 -2.394 3.244
H 0.207 -8.518 -1.822
C -1.148 -6.550 -0.015
C 2.670 2.178 2.221
F -4.344 10.534 0.448
H 0.964 0.889 4.185
H -1.228 -4.034 2.166
P 1.239 -0.875 -4.470
Ca 1.002 5.597 3.593
C 0.719 -10.642 -1.889
Cl -2.895 -6.457 -0.350
H -6.411 -4.654 0.783
H 1.480 4.223 2.910
N -1.389 -0.761 0.724
F 1.025 -1.148 -5.988
F 0.074 -1.869 -4.184
Br 5.184 8.413 -3.319
F -5.016 8.345 -1.085
H -1.867 8.570 -2.040
C -2.888 8.174 -2.094
H -1.931 -11.617 -2.766
Cl 0.170 2.490 3.552
C -0.840 -7.433 1.184
C 2.471 3.591 3.029
Br 5.753 6.252 -0.997
O 0.104 -2.549 0.001
F -1.396 5.398 -0.973
C 3.676 4.138 4.035
C -2.683 0.217 3.745
H 6.262 1.196 3.604
Br 4.582 5.290 -3.841
C -1.488 -11.379 -1.793
H -3.185 -0.415 -0.626
H -0.015 0.703 -1.723
F -4.310 10.026 -2.269
C 5.280 1.813 3.447
H 4.233 0.256 1.905
N 1.665 1.572 1.260
H -0.326 -9.378 -3.279
C -1.478 -9.887 -1.546
C -3.173 5.889 0.513
C 5.702 6.582 -2.914
F -2.478 5.615 1.649
H 6.723 6.448 -3.289
H 0.701 -0.906 3.659
O -0.118 -11.804 -1.821
F 0.522 -0.328 -3.199
H -3.839 0.310 3.477
C -2.241 6.396 -0.596
H 4.091 2.352 -0.748
H -3.141 8.219 -3.160
H 3.531 5.163 4.617
H -3.696 4.980 0.201
C -3.903 9.071 -1.376
H -0.675 -6.963 -0.912
H -1.578 -0.805 -1.541
H 5.873 3.736 4.955
F 1.027 0.523 -5.123
H -2.028 -11.930 -1.018
C -0.687 -2.102 1.014
C -0.185 -9.467 -2.195
F -1.450 7.420 -0.196
O -5.921 -5.490 0.777
H -1.434 -9.686 -0.468
F 2.577 -0.335 -3.881
F 2.210 -2.093 -4.446
S 2.512 4.617 -1.149
H 0.277 -3.063 2.873
H -2.478 -2.173 -0.592
H -5.067 -5.264 1.174
F 7.732 2.010 4.223
Cl -1.391 -6.706 2.713
H 1.490 -10.787 -2.650
Na 3.904 0.517 -1.710
F -2.933 8.929 0.814
H -0.775 -5.531 0.128
C 5.060 3.258 4.228
C -1.264 0.360 3.773
C -0.232 0.205 0.505
C 0.363 0.209 3.429
H 1.207 -10.524 -0.915
H -2.547 10.463 -0.393
N 0.339 0.829 -0.749
C -3.368 9.788 -0.136
F -4.109 6.813 0.848
H -1.305 -8.419 1.089
O -2.940 6.780 -1.779
C 1.517 1.654 -0.244
P 2.761 2.691 -1.273
C 0.615 0.668 1.869
H 2.785 2.208 -2.661
```